The following is a DFT calculation (ωB97M-V/def2-TZVPD) of one molecule with the formula F4N2.

ORCA input file:
```
! RIJCOSX wB97M-V def2-TZVPD def2/J DEFGRID3
* xyz 0 1
F -1.1518 -1.0884 0.5533
N -0.5642 0.3496 0.3830
F -1.4493 0.8070 -0.5411
N 0.6170 0.3278 -0.1585
F 0.9419 -0.7258 -1.0082
F 1.6064 0.3299 0.7714
*
```

Results
ΔE to the lowest compared entry with this formula, charge and spin in eV: 0.0000
SMILES: FN(F)N(F)F
Gap between HOMO and LUMO in eV: 11.80
LUMO level in eV: -0.72

Atom charges from the Löwdin analysis, given in e for atoms 1 to 4:
1. F -0.073
2. N 0.007
3. F 0.047
4. N -0.116

***

The following is a DFT calculation (ωB97M-V/def2-TZVPD) of C24H57IrN10OP as an isolated structure.

ORCA input file:
```
! RIJCOSX wB97M-V def2-TZVPD def2/J DEFGRID3
* xyz 4 2
Ir -0.0103 -0.4851 0.1066
C -0.9701 3.2350 -2.2243
N -0.9536 2.3098 -1.0817
C 0.2905 2.2069 -0.3519
C -2.0062 1.5579 -0.7247
N -1.7499 0.4174 -0.0247
C -2.7294 -0.1957 0.8744
C -2.6478 -1.6875 0.6342
N -1.2065 -2.0860 0.3944
C -0.5787 -2.7396 1.5844
C -0.5583 -1.7354 2.7143
N -0.1036 -0.4161 2.2016
C 0.0881 0.5361 3.1520
N -0.4216 0.4073 4.3942
C -1.7960 0.0318 4.7371
C 0.3747 0.7983 5.5700
N 0.8178 1.6489 2.8986
C 0.5502 2.9052 3.6162
C 2.1383 1.6187 2.2805
C -1.0886 -2.9301 -0.8430
C -1.1948 -1.9926 -2.0239
N -0.1570 -0.9573 -1.8688
C 0.3363 -0.4235 -3.0409
N -0.4577 -0.2486 -4.0910
C -1.8900 0.0290 -3.9986
C 0.0483 -0.2949 -5.4760
N 1.6427 -0.1423 -3.1462
C 2.1422 0.9818 -3.9449
C 2.6319 -1.1204 -2.6917
N -3.2438 1.9344 -1.0584
C -4.3125 1.0121 -1.4567
C -3.6547 3.3523 -1.0596
H -0.0842 3.0470 -2.8309
H -0.9526 4.2726 -1.8925
H -1.8538 3.0673 -2.8308
H 0.9441 3.0290 -0.6374
H 0.8890 1.2902 -0.6300
H 0.1166 2.2514 0.7210
H -3.7381 0.1741 0.7390
H -2.4290 0.0455 1.8914
H -3.2060 -1.9524 -0.2608
H -3.0451 -2.2815 1.4561
H 0.4326 -3.0058 1.2804
H -1.1108 -3.6583 1.8399
H 0.1109 -2.0928 3.4996
H -1.5511 -1.6781 3.1548
H -2.4576 0.1182 3.8799
H -2.1516 0.7358 5.4895
H -1.8580 -0.9696 5.1654
H 1.4238 0.8976 5.3049
H 0.2834 0.0026 6.3090
H 0.0140 1.7232 6.0192
H -0.4826 2.9387 3.9515
H 0.7220 3.7272 2.9218
H 1.2169 3.0429 4.4673
H 2.2422 0.7402 1.6555
H 2.9103 1.6143 3.0555
H 2.2914 2.5203 1.6892
H -1.8651 -3.6962 -0.8354
H -0.1127 -3.4144 -0.8173
H -2.1887 -1.5327 -2.0262
H -1.0849 -2.5367 -2.9622
H -2.1494 0.3406 -2.9907
H -2.4799 -0.8422 -4.2871
H -2.1255 0.8383 -4.6896
H 0.9918 -0.8306 -5.5156
H 0.1665 0.7056 -5.8909
H -0.6847 -0.8336 -6.0744
H 1.3300 1.6686 -4.1697
H 2.6016 0.6560 -4.8782
H 2.8956 1.5096 -3.3596
H 2.2533 -2.1337 -2.8207
H 2.8900 -0.9639 -1.6531
H 3.5227 -1.0163 -3.3092
H -3.9253 0.0070 -1.6044
H -4.7271 1.3622 -2.4027
H -5.1232 0.9972 -0.7272
H -2.9040 3.9670 -0.5719
H -4.5837 3.4269 -0.4953
H -3.8368 3.7144 -2.0709
C 3.5544 -3.3994 -0.0350
P 3.3078 -1.8213 0.7692
C 3.5247 -2.1419 2.5168
C 4.5954 -0.6767 0.2846
O 1.8926 -1.2557 0.4816
H 4.6013 -3.6915 0.0785
H 3.3170 -3.3727 -1.0965
H 2.9398 -4.1569 0.4546
H 4.4350 -2.7333 2.6439
H 2.6862 -2.7212 2.9050
H 3.6394 -1.2226 3.0875
H 5.5329 -1.0061 0.7395
H 4.3701 0.3235 0.6561
H 4.7365 -0.6445 -0.7938
*
```

Results
ΔE to the lowest compared entry with this formula, charge and spin in eV: 0.0000
Expectation value of S²: 0.75
Gap between HOMO and LUMO (alpha / beta) in eV: 7.73 / 5.85
LUMO level (alpha / beta) in eV: -12.10 / -13.98

Atom charges from the Löwdin analysis, given in e for atoms 1 to 4:
1. Ir 1.555
2. C 0.011
3. N -0.100
4. C -0.037

***

The following is a DFT calculation (ωB97M-V/def2-TZVPD) of C4H8AgMgO3 as an isolated structure.

ORCA input file:
```
! RIJCOSX wB97M-V def2-TZVPD def2/J DEFGRID3
* xyz 2 2
C -1.2391 -1.2673 0.0572
C -1.3668 0.0983 -0.6467
C -0.1715 0.9650 -0.4420
C 0.0913 1.5456 0.8556
O 1.1440 2.1464 1.1208
O -2.3174 -2.0877 -0.1852
Mg -4.0078 -2.2039 -0.8026
Ag 3.5827 2.4351 0.1637
H -1.1298 -1.0871 1.1447
H -0.2943 -1.7389 -0.2774
H -2.2794 0.6064 -0.3018
H -1.4850 -0.0922 -1.7270
H -0.0338 1.7208 -1.2290
H -0.6235 1.3249 1.6699
O 2.8019 0.9977 -1.5451
H 3.0232 1.0859 -2.4812
H 1.6595 0.7611 -1.4496
*
```

Results
Expectation value of S²: 0.76
Gap between HOMO and LUMO (alpha / beta) in eV: 6.20 / 6.59
LUMO level (alpha / beta) in eV: -10.03 / -10.04

Atom charges from the Löwdin analysis, given in e for atoms 1 to 4:
1. C -0.346
2. C -0.194
3. C -0.037
4. C -0.218

***

The following is a DFT calculation (ωB97M-V/def2-TZVPD) of an isolated ion of composition C4H9N2O3 and charge +1.

ORCA input file:
```
! RIJCOSX wB97M-V def2-TZVPD def2/J DEFGRID3
* xyz 1 1
C -1.8824 0.2628 -0.0728
C 0.5256 1.0147 0.6956
C 0.8592 -0.3622 0.1206
C 2.2110 -0.2032 -0.5152
N -1.3413 -0.5724 -0.8528
N -3.0515 0.3432 0.4231
O 0.0354 -0.6173 -1.1556
O 0.7418 2.1202 0.1003
O 0.6700 -1.4942 0.9441
H 0.2996 0.9114 1.8063
H 2.7098 -1.2847 -0.6239
H 2.8017 0.4407 0.1339
H 1.9641 0.2832 -1.5209
H -1.8105 -1.4831 -1.2262
H -3.2825 1.0661 1.1182
H -3.8006 -0.3736 0.2948
H 0.9037 1.9410 -0.8461
H 1.4469 -1.9925 1.1768
*
```

Results
ΔE to the lowest compared entry with this formula, charge and spin in eV: 5.0023
Gap between HOMO and LUMO (alpha / beta) in eV: 8.14 / 8.14
LUMO level (alpha / beta) in eV: -4.96 / -4.96

Atom charges from the Löwdin analysis, given in e for atoms 1 to 4:
1. C -0.191
2. C -0.005
3. C -0.511
4. C 0.016

***

The following is a DFT calculation (ωB97M-V/def2-TZVPD) of a 2-piece molecular cluster, C6H10Br2O3 overall.

ORCA input file:
```
! RIJCOSX wB97M-V def2-TZVPD def2/J DEFGRID3
* xyz 0 1
C -21.7181 22.5669 10.8508
C -20.8838 23.5890 10.0987
C -19.8055 24.2983 10.9128
O -18.5762 23.7216 10.4389
C -18.7919 23.0492 9.3034
O -17.9558 22.6112 8.5850
O -20.1187 22.8202 9.1393
H -21.1492 21.8861 11.4936
H -22.3120 21.8707 10.2557
H -22.4189 23.1291 11.4800
H -21.5641 24.2215 9.5292
H -19.8715 24.1373 11.9824
H -19.8094 25.3437 10.6086
Br -21.0386 20.7720 14.0590
C -21.5637 19.5285 12.6931
C -20.4456 18.9857 11.8270
Br -19.1369 17.9827 12.8461
H -22.2599 20.0178 12.0195
H -22.0079 18.6887 13.2187
H -19.9079 19.7400 11.2574
H -20.8150 18.2326 11.1355
*
```

Results
ΔE to the lowest compared entry with this formula, charge and spin in eV: 0.1056
SMILES: C[C@H]1COC(=O)O1.BrCCBr
Gap between HOMO and LUMO in eV: 10.80
LUMO level in eV: 0.53

Atom charges from the Löwdin analysis, given in e for atoms 1 to 4:
1. C -0.046
2. C -0.288
3. C -0.064
4. O 0.073

***

The following is a DFT calculation (ωB97M-V/def2-TZVPD) of C10H25ClN4O6Zr as an isolated structure.

ORCA input file:
```
! RIJCOSX wB97M-V def2-TZVPD def2/J DEFGRID3
* xyz -1 2
Zr 14.1683 12.1470 9.2516
C 14.5797 8.5182 7.0507
C 15.2087 8.8842 8.4385
C 16.7043 8.9363 8.2620
O 14.7760 10.0027 9.1598
H 14.9588 9.0360 6.1696
H 13.4941 8.5069 7.1474
H 14.7652 7.4500 6.9381
H 15.0134 7.9593 8.9813
H 16.9733 7.9965 7.7798
H 17.1568 8.8979 9.2529
H 17.0858 9.6255 7.5086
C 11.0727 13.6819 11.5350
C 11.1156 12.1802 11.1668
C 9.8778 11.8052 10.3487
O 12.3100 11.9306 10.4723
H 11.1007 14.4083 10.7228
H 11.8787 13.7796 12.2623
H 10.2354 14.0733 12.1129
H 10.9888 11.5392 12.0392
H 9.9257 10.8328 9.8585
H 9.8115 12.6926 9.7191
H 9.0104 11.8068 11.0088
Cl 15.8783 12.6554 7.4773
C 16.4239 14.0958 12.4405
C 15.4961 13.3554 11.3928
O 14.9082 13.9356 10.4832
O 15.3856 12.1489 11.1669
H 16.5556 13.6712 13.4357
H 15.8589 14.9918 12.6976
H 17.3454 14.3435 11.9135
C 12.5961 15.0526 8.0720
O 13.2522 14.0629 8.4437
N 11.7454 15.1170 7.0875
N 12.6484 16.1347 8.7823
H 11.5698 14.3567 6.4463
H 11.0924 15.8872 7.0650
H 12.1250 16.9769 8.5903
H 13.3253 16.1124 9.5316
C 11.7730 11.0652 6.9134
O 12.6432 11.5182 7.6597
N 12.1619 10.5636 5.7564
N 10.5348 11.0102 7.2119
H 11.4627 10.6127 5.0292
H 13.1333 10.5481 5.4803
H 10.3022 11.3180 8.1453
H 9.8050 10.6052 6.6431
*
```

Results
Expectation value of S²: 0.75
Gap between HOMO and LUMO (alpha / beta) in eV: 2.42 / 6.52
LUMO level (alpha / beta) in eV: 2.35 / 2.33

Atom charges from the Löwdin analysis, given in e for atoms 1 to 4:
1. Zr 1.430
2. C -0.085
3. C -0.582
4. C -0.102